ORCA calculation (ωB97M-V/def2-TZVPD) on C2H4O2 as an isolated structure in a non-equilibrium geometry.

Each line ends with the natural charge from an NBO analysis.
CARTESIAN COORDINATES (ANGSTROEM)
C  -0.18047  0.50775  1.34743  -0.763
C  -0.05406  -0.07763  -0.10218  0.754
H  0.40927  1.73923  1.30558  0.258
H  0.43097  -0.38895  2.20677  0.268
H  -1.46072  0.44891  1.59116  0.271
H  1.01092  -0.10915  -1.65165  0.509
O  0.85717  0.50025  -0.83715  -0.671
O  -0.73007  -1.03410  -0.52827  -0.625

Values from the calculation:
Highest occupied orbital energy = -10.40 eV
LUMO energy = 0.53 eV
E = -6231.638 eV
ΔE to the lowest compared entry with this formula, charge and spin = 61.6 kcal/mol

ORCA calculation (ωB97M-V/def2-TZVPD) on C49H43Cl4N8O5RbS as an isolated structure.

Each line ends with the Mulliken charge.
CARTESIAN COORDINATES (ANGSTROEM)
Rb  1.65410  -1.02740  0.31769  0.625
Cl  3.06076  -6.71045  5.60697  -0.283
C  3.07892  -5.83759  4.08749  0.020
C  2.44800  -4.61026  4.01315  -0.489
C  2.41325  -3.85931  2.82867  -0.331
N  1.64992  -2.69918  2.71906  0.063
C  1.45787  -1.94231  3.78961  0.032
O  1.98825  -1.97792  4.92323  -0.841
C  0.39093  -0.85655  3.61241  0.110
C  0.02003  -0.11860  4.73698  -0.618
C  -0.96353  0.84617  4.62092  -0.563
C  -1.54891  1.06232  3.38056  -0.871
C  -1.10698  0.29469  2.31335  -0.179
N  -0.17430  -0.64842  2.42363  0.400
C  3.08895  -4.37620  1.68231  -0.082
C  3.72432  -5.62066  1.79519  -0.562
C  3.71492  -6.34837  2.97170  0.061
Cl  4.53097  -7.89870  3.01539  -0.281
N  3.01761  -3.68177  0.46672  0.232
C  3.96429  -3.86610  -0.43657  0.069
O  5.04617  -4.49596  -0.40840  -0.761
C  3.68410  -3.23256  -1.78687  0.582
C  3.44574  -4.08713  -2.86984  -0.696
C  3.27568  -3.55238  -4.12752  -0.306
C  3.36648  -2.17202  -4.28635  -0.755
C  3.59884  -1.40460  -3.16142  -0.120
N  3.74752  -1.91011  -1.93338  -0.340
H  1.97011  -4.21047  4.89321  0.536
H  0.52757  -0.33724  5.66554  0.488
H  -1.27409  1.42294  5.48622  0.426
H  -2.33490  1.79374  3.23447  0.634
H  -1.51337  0.43436  1.31535  0.382
H  4.25038  -6.01538  0.94083  0.529
H  3.40234  -5.15350  -2.69154  0.434
H  3.06859  -4.19414  -4.97701  0.425
H  3.23608  -1.69962  -5.25232  0.356
H  3.64135  -0.32229  -3.23130  0.492
C  -0.36424  -5.35280  -2.61568  -0.610
C  -0.38779  -4.45650  -1.55526  -0.868
C  -0.27666  -3.09584  -1.79100  0.126
C  -0.12414  -2.64405  -3.10143  0.191
C  -0.14610  -3.53164  -4.16783  -0.199
C  -0.25301  -4.89049  -3.92083  -0.358
N  0.01959  -1.25819  -3.40975  -0.923
N  0.59567  -0.62756  -2.52495  1.572
C  0.63560  0.78130  -2.76267  0.021
C  -0.46849  1.45780  -3.28133  -0.379
C  -0.36451  2.82672  -3.41511  -0.735
C  0.81671  3.46128  -3.04595  -0.496
C  1.84016  2.69049  -2.52937  -0.593
N  1.75399  1.36913  -2.36539  0.050
H  -0.43759  -6.41625  -2.42333  0.389
H  -0.46870  -4.81398  -0.53685  0.444
H  -0.32827  -2.36994  -0.99281  0.138
H  -0.05171  -3.14249  -5.17406  0.437
H  -0.24183  -5.59284  -4.74598  0.364
H  -1.39060  0.92663  -3.46765  0.336
H  -1.20863  3.39912  -3.78112  0.421
H  0.93657  4.53389  -3.13571  0.407
H  2.77279  3.14989  -2.21310  0.317
C  6.35202  3.75636  0.67193  -1.452
C  4.95607  3.24792  0.32929  0.023
C  4.22912  2.71757  1.55772  -1.041
S  2.60671  2.04292  1.10926  0.692
O  2.08892  1.29092  2.28411  -0.610
C  1.64868  3.59668  1.00818  -0.784
C  0.88670  3.89013  2.29253  0.033
C  1.76782  4.26210  3.47802  -1.438
H  6.86863  4.12118  -0.21734  0.401
H  6.95742  2.95975  1.10810  0.343
H  6.30586  4.57377  1.39516  0.314
H  5.01972  2.45172  -0.41661  0.231
H  4.37619  4.05504  -0.12996  0.188
H  4.12146  3.47083  2.34030  0.382
H  4.74976  1.85488  1.97939  0.515
H  0.95547  3.44735  0.17805  0.182
H  2.33656  4.40238  0.73454  0.450
H  0.29329  3.01040  2.54842  -0.121
H  0.18214  4.69786  2.07408  0.598
H  2.36174  3.40467  3.79529  0.271
H  1.15442  4.56767  4.32766  0.401
H  2.44114  5.09140  3.23633  0.324
Cl  -8.03122  1.10457  -2.84918  -0.231
C  -7.08505  2.50546  -2.45911  0.579
C  -7.51049  3.73896  -2.92841  -0.532
C  -6.78005  4.87252  -2.61791  -0.291
C  -5.62511  4.76762  -1.85914  -0.802
C  -5.20781  3.52422  -1.41488  1.062
Cl  -3.73068  3.41586  -0.52196  -0.022
C  -5.93155  2.35167  -1.68271  -1.416
N  -5.51124  1.09069  -1.24428  0.146
C  -5.37394  0.84740  0.12242  0.691
C  -6.12503  1.56478  1.05510  -0.468
C  -6.00247  1.31014  2.41297  -0.756
C  -5.13728  0.32660  2.86047  -0.759
C  -4.40269  -0.39911  1.92987  -0.626
C  -4.49745  -0.16420  0.56483  0.644
C  -3.70225  -1.00916  -0.40489  -1.768
C  -2.71451  -0.20968  -1.29070  0.868
O  -3.22347  0.34375  -2.31240  -1.016
O  -1.52581  -0.15142  -0.92430  -0.084
H  -8.41075  3.79630  -3.52455  0.411
H  -7.10843  5.84125  -2.97245  0.350
H  -5.03059  5.63834  -1.61802  0.431
H  -4.74654  0.69144  -1.83153  0.404
H  -6.80869  2.33142  0.70768  0.425
H  -6.58959  1.88697  3.11850  0.378
H  -5.01951  0.12735  3.91811  0.390
H  -3.71287  -1.16259  2.27139  0.324
H  -4.39078  -1.53996  -1.06930  0.507
H  -3.13077  -1.74533  0.15899  0.390

Values from the calculation:
Highest occupied orbital energy = -1.51 eV
LUMO energy = 3.13 eV
Net charge = -2
E = -135253.596 eV
ΔE to the lowest compared entry with this formula, charge and spin = 21.6 kcal/mol

ORCA calculation (ωB97M-V/def2-TZVPD) on a 2-piece molecular cluster, C11H22NOP overall in a non-equilibrium geometry.

Each line ends with the natural charge from an NBO analysis.
CARTESIAN COORDINATES (ANGSTROEM)
C  0.00494  -3.00744  -1.27095  -0.002
C  -1.16887  -3.07865  -0.34184  -0.496
C  -1.14981  -1.83390  0.34821  -0.173
C  -0.08732  -1.14767  -0.03138  -0.199
C  -0.63393  -0.16623  -3.82810  -0.861
C  3.17844  0.11487  0.89547  -0.616
C  1.22936  -0.69722  2.58436  -0.624
C  -1.90115  1.56842  -0.13786  -0.618
C  -0.41953  2.59708  1.44449  -0.609
C  1.75491  0.37003  1.56806  -0.486
C  -0.92312  1.24059  0.94821  -0.552
N  0.64837  -1.90686  -1.00424  0.093
O  1.75311  -1.42852  -1.46134  -0.538
P  0.57278  0.48428  0.15106  0.885
H  0.36621  -3.77033  -1.91137  0.220
H  -2.10846  -3.13498  -0.86653  0.250
H  -1.09501  -3.89792  0.39530  0.254
H  -1.32540  0.22673  -4.67706  0.213
H  -1.86322  -1.37677  1.01681  0.235
H  -0.90196  0.14961  -2.73648  0.218
H  0.38660  -0.05879  -4.05057  0.223
H  -0.85846  -1.27405  -3.99029  0.204
H  3.91686  0.33849  1.67577  0.200
H  3.34046  -0.89624  0.44401  0.228
H  3.16272  0.80062  0.05664  0.221
H  1.32761  -1.67749  2.08867  0.208
H  0.12058  -0.40494  2.62055  0.210
H  1.91197  -0.57598  3.44898  0.219
H  -2.29433  0.60250  -0.67297  0.202
H  -2.77118  2.05484  0.24614  0.210
H  -1.53239  2.24274  -1.00018  0.227
H  0.07084  2.59059  2.47290  0.205
H  -1.13340  3.35972  1.53385  0.211
H  0.41346  2.89834  0.76900  0.209
H  1.95662  1.23277  2.05803  0.218
H  -1.40889  0.72966  1.83130  0.212

Values from the calculation:
SMILES string = CC(C)P(C1=CCC=[N+]1[O-])C(C)C.C
Highest occupied orbital energy = -8.27 eV
LUMO energy = 0.60 eV
E = -24585.826 eV
ΔE to the lowest compared entry with this formula, charge and spin = 104.2 kcal/mol

ORCA calculation (ωB97M-V/def2-TZVPD) on a 2-piece molecular cluster, C6H16N3O2P overall in a non-equilibrium geometry.

Each line ends with the natural charge from an NBO analysis.
CARTESIAN COORDINATES (ANGSTROEM)
N  -0.47496  -0.08295  2.66912  -1.229
P  -1.43445  -0.79387  1.52909  1.368
N  -1.03653  0.00608  -0.01510  -0.733
C  -1.97202  1.15300  -0.39369  -0.276
C  -1.20573  2.01969  -1.55460  -0.252
N  -0.74719  1.22673  -2.75641  -0.635
C  -0.15790  -0.11680  -2.39397  -0.268
C  -1.02178  -0.93076  -1.22226  -0.274
H  0.09414  0.68497  2.22592  0.395
H  -2.83769  -0.70169  1.89634  -0.006
H  -0.97813  -2.18547  1.50417  0.014
H  -0.05010  0.40062  0.04210  0.542
H  -3.02208  0.75733  -0.78623  0.229
H  -2.22007  1.87572  0.50477  0.259
H  -2.00307  2.81147  -1.95723  0.235
H  -0.36065  2.63860  -1.02148  0.232
H  -1.46240  1.17329  -3.51346  0.380
H  0.93985  -0.00566  -1.95034  0.270
H  -0.07217  -0.82348  -3.32840  0.240
H  -2.14393  -1.06375  -1.60342  0.213
H  -0.59822  -1.99786  -0.99263  0.264
C  3.28430  -1.07938  2.47638  -0.726
C  3.21416  -0.56886  1.04759  0.774
O  4.30797  -0.57822  0.41730  -0.736
O  2.06608  -0.19934  0.67302  -0.892
H  4.30156  -1.38348  2.74100  0.210
H  2.96766  -0.29268  3.16766  0.206
H  2.62338  -1.94325  2.59475  0.197

Values from the calculation:
Highest occupied orbital energy = -6.97 eV
LUMO energy = -0.54 eV
E = -24330.082 eV
ΔE to the lowest compared entry with this formula, charge and spin = 101.4 kcal/mol